2 unconnected molecules or ions with the total composition C6H11NO in a non-equilibrium geometry. Source: the OMol25 dataset; level of theory: ωB97M-V with the def2-TZVPD basis set.

HOMO-LUMO gap = 10.02 eV
structure (SMILES) = CNC(C)=O.C#CC
energy = -9936.1087 eV
HOMO level = -9.2 eV
E_LUMO = 0.78 eV

Structure (ORCA input):
```
! wB97M-V def2-TZVPD RIJCOSX def2/J DEFGRID3
* xyz 0 1
C 0.189 1.810 -1.881
N 0.569 2.267 -0.558
C -0.064 3.322 0.026
C 0.436 3.688 1.407
O -0.973 3.921 -0.542
H 0.823 0.952 -2.161
H 0.327 2.609 -2.629
H -0.866 1.489 -1.900
H 1.321 1.794 -0.052
H 1.503 3.967 1.380
H -0.143 4.549 1.781
H 0.309 2.847 2.109
C 2.623 0.893 0.944
C 1.492 0.578 1.260
C 0.134 0.199 1.641
H 3.624 1.172 0.663
H -0.602 0.729 1.013
H -0.055 0.456 2.697
H -0.012 -0.887 1.512
*
```